[1]
Computed, not measured: C62H49ClIN2O2P2RuS as an isolated structure in a non-equilibrium geometry, with the ωB97M-V functional and the def2-TZVPD basis.

The spin multiplicity is 5. For the HOMO energy (alpha / beta), the calculation gives -14.5 / -14.7 eV. The total charge is +3. The energy comes out at -4584.94045 Eh. The LUMO energy (alpha / beta) comes out at -7.439 / -9.398 eV.

XYZ file:
```
121
Properties=species:S:1:pos:R:3:forces:R:3
Ru -0.093 -1.212 -0.118 -0.112 1.157 -0.312
O -1.076 0.591 -0.522 0.104 -0.236 0.115
S 0.875 2.475 0.098 0.019 -0.233 0.066
C -0.306 3.620 0.729 -0.138 -0.055 -0.020
C 0.246 4.492 1.649 0.062 0.040 0.069
C -0.422 5.634 2.120 0.151 0.103 0.160
C -1.644 5.919 1.586 -0.185 0.087 -0.057
C -2.561 7.100 1.801 0.024 -0.124 -0.083
C -3.780 6.829 0.883 0.104 -0.140 -0.046
C -3.480 5.500 0.227 0.034 0.171 0.171
C -4.204 4.763 -0.665 -0.126 -0.060 -0.112
C -3.703 3.500 -1.023 0.018 0.028 -0.035
C -2.486 2.987 -0.592 0.108 0.127 -0.116
P -2.442 1.202 -0.820 0.147 -0.071 0.082
C -3.669 0.657 0.375 -0.121 -0.115 0.004
C -3.244 0.673 1.708 -0.128 0.090 0.027
C -4.149 0.430 2.730 0.010 0.065 0.049
C -5.480 0.155 2.431 -0.007 0.008 0.030
C -5.910 0.147 1.110 0.027 0.008 -0.058
C -5.012 0.415 0.080 0.024 -0.020 0.106
C -2.903 0.819 -2.503 -0.079 0.029 -0.066
C -2.362 1.614 -3.518 -0.067 -0.075 -0.068
C -2.590 1.289 -4.848 0.018 0.023 0.015
C -3.360 0.176 -5.171 0.010 0.013 -0.035
C -3.892 -0.623 -4.167 -0.017 -0.027 0.067
C -3.662 -0.307 -2.833 0.090 0.032 -0.111
C -1.648 3.797 0.247 -0.115 0.069 0.152
C -2.230 5.014 0.668 -0.004 -0.001 0.034
C 1.121 2.958 -1.507 0.057 -0.031 -0.157
C 0.572 4.168 -2.007 0.042 -0.094 0.014
C 0.957 4.727 -3.204 0.072 0.115 -0.212
C 1.966 4.101 -3.931 -0.010 -0.025 -0.004
C 2.662 4.518 -5.192 0.039 -0.068 0.065
C 3.718 3.413 -5.445 -0.026 -0.043 0.088
C 3.510 2.430 -4.321 0.069 0.066 -0.182
C 4.137 1.242 -4.021 0.097 -0.039 -0.030
C 3.657 0.505 -2.940 -0.091 -0.007 -0.057
C 2.614 0.910 -2.094 -0.267 0.154 0.092
P 2.049 -0.427 -0.927 0.204 -0.503 -0.157
C 3.411 -0.583 0.270 0.005 0.101 0.071
C 4.635 0.072 0.118 0.019 -0.034 -0.037
C 5.648 -0.102 1.051 0.008 0.027 -0.031
C 5.452 -0.926 2.149 0.022 -0.013 0.032
C 4.225 -1.551 2.333 -0.029 -0.010 0.020
C 3.207 -1.370 1.409 0.192 0.155 -0.050
C 2.149 -1.827 -2.115 0.062 0.182 -0.041
C 3.159 -2.778 -2.145 0.059 -0.127 0.157
C 3.115 -3.809 -3.079 0.051 -0.064 0.023
C 2.061 -3.898 -3.978 -0.024 0.006 -0.016
C 1.048 -2.945 -3.956 -0.019 0.031 0.020
C 1.094 -1.911 -3.028 0.125 -0.109 -0.079
C 2.054 2.191 -2.317 -0.080 0.093 0.087
C 2.492 2.873 -3.472 -0.121 0.151 0.036
H 1.260 4.305 1.989 -0.064 0.036 -0.039
H 0.059 6.288 2.840 -0.037 -0.094 -0.074
H -2.057 8.033 1.548 0.027 -0.005 -0.025
H -2.847 7.184 2.849 -0.009 -0.045 0.022
H -3.910 7.611 0.135 0.022 -0.014 -0.024
H -4.714 6.782 1.442 -0.001 -0.031 0.013
H -5.157 5.106 -1.053 0.090 -0.076 0.020
H -4.333 2.873 -1.651 0.028 0.074 0.038
H -2.210 0.909 1.941 -0.048 0.020 0.004
H -3.824 0.477 3.766 -0.038 0.004 -0.130
H -6.190 -0.026 3.231 0.057 0.014 -0.070
H -6.953 -0.042 0.880 0.097 0.017 0.011
H -5.374 0.456 -0.940 0.012 -0.006 0.053
H -1.776 2.491 -3.265 -0.022 -0.019 -0.022
H -2.179 1.910 -5.636 -0.045 -0.053 0.075
H -3.552 -0.064 -6.211 0.021 0.021 0.103
H -4.499 -1.485 -4.424 0.065 0.090 0.030
H -4.079 -0.933 -2.054 -0.007 0.003 -0.014
H -0.136 4.713 -1.400 0.032 -0.054 0.031
H 0.520 5.667 -3.526 0.075 -0.103 0.015
H 3.114 5.506 -5.074 -0.020 -0.021 0.022
H 1.951 4.611 -6.016 -0.015 -0.018 0.023
H 4.734 3.812 -5.429 0.001 0.000 0.032
H 3.595 2.935 -6.417 -0.033 -0.014 0.016
H 4.957 0.858 -4.617 -0.076 0.018 0.052
H 4.112 -0.460 -2.765 -0.003 -0.009 -0.017
H 4.805 0.733 -0.722 0.027 -0.032 0.036
H 6.593 0.412 0.921 -0.064 -0.035 -0.003
H 6.247 -1.065 2.872 -0.056 0.013 -0.044
H 4.057 -2.164 3.212 0.000 0.049 -0.080
H 2.245 -1.813 1.595 -0.189 -0.118 0.020
H 3.978 -2.722 -1.434 -0.019 0.006 -0.057
H 3.915 -4.542 -3.112 -0.075 0.082 0.017
H 2.036 -4.698 -4.708 0.003 0.051 0.053
H 0.233 -3.000 -4.671 0.080 0.019 0.075
H 0.329 -1.141 -3.046 -0.113 0.051 0.008
Cl -4.930 -3.641 4.237 -0.121 -0.057 0.048
C -3.556 -2.859 3.625 0.025 0.021 -0.040
C -2.698 -2.226 4.510 -0.086 -0.095 -0.048
C -1.576 -1.563 4.055 0.329 0.167 -0.261
I -0.307 -0.611 5.364 -0.070 -0.036 -0.089
C -1.265 -1.507 2.640 -0.066 -0.072 0.187
O -0.281 -0.891 2.185 -0.069 -0.123 0.029
C -2.184 -2.211 1.729 0.195 0.087 -0.020
N -1.875 -2.171 0.417 -0.313 -0.192 -0.003
C -2.661 -2.802 -0.451 0.089 0.097 0.208
C -3.818 -3.471 -0.058 -0.013 -0.046 -0.111
C -4.150 -3.501 1.273 -0.188 -0.084 0.100
C -3.314 -2.869 2.204 -0.113 -0.084 0.202
H -2.919 -2.255 5.569 -0.016 -0.016 -0.029
H -2.355 -2.773 -1.487 0.033 0.025 -0.073
H -4.433 -3.965 -0.799 0.041 0.038 0.035
H -5.045 -4.013 1.608 0.075 0.030 -0.018
C 2.911 -5.641 0.433 -0.052 0.098 -0.006
C 1.395 -5.527 0.678 0.057 0.034 0.097
C 1.071 -5.787 2.162 -0.018 0.069 -0.012
C 0.617 -6.493 -0.232 -0.016 0.103 -0.022
C 0.970 -4.144 0.371 0.334 -0.782 0.076
N 0.666 -3.065 0.150 0.010 0.217 -0.032
H 3.232 -6.648 0.707 -0.039 0.079 -0.008
H 3.469 -4.920 1.037 -0.058 -0.089 -0.053
H 3.145 -5.477 -0.619 0.018 -0.006 0.018
H 1.356 -6.813 2.403 -0.012 0.069 -0.016
H 0.003 -5.673 2.358 0.043 -0.023 0.008
H 1.629 -5.112 2.817 -0.057 -0.077 -0.079
H 0.944 -7.509 -0.010 -0.014 0.034 -0.006
H 0.816 -6.290 -1.287 -0.005 -0.010 0.069
H -0.459 -6.431 -0.054 0.069 -0.005 -0.006
```
Forces are in eV/Å.



[2]
Computed, not measured: C62H51ClFN5OSr as an isolated structure in a non-equilibrium geometry, with the ωB97M-V functional and the def2-TZVPD basis.

For the HOMO energy, the calculation gives -1.3 eV. The total charge is -2. The energy comes out at -3333.22980 Eh. The LUMO energy comes out at 3.426 eV.

XYZ file:
```
122
Properties=species:S:1:pos:R:3:forces:R:3
Sr -0.681 -0.284 1.867 0.710 0.071 -2.102
C 3.665 -5.644 5.401 -0.014 0.016 0.002
C 2.607 -5.264 6.215 0.019 -0.046 0.046
C 1.757 -4.240 5.824 -0.001 0.020 -0.011
C 1.950 -3.577 4.613 0.020 -0.110 0.039
C 3.025 -3.955 3.810 -0.045 -0.001 -0.070
C 3.871 -4.983 4.198 0.082 -0.033 0.047
C 1.033 -2.499 4.153 -0.142 0.201 -0.045
C 1.586 -1.211 4.054 0.029 -0.046 0.173
C 2.849 -0.827 4.651 0.061 0.104 0.005
C 2.935 0.521 4.546 0.065 -0.088 -0.005
C 1.744 0.964 3.846 -0.111 0.018 0.231
N 0.970 -0.111 3.559 0.480 0.228 0.659
C 1.389 2.310 3.624 -0.148 -0.129 0.048
C 0.185 2.780 3.060 0.038 0.100 0.104
C -0.184 4.183 2.989 -0.019 0.046 -0.050
C -1.464 4.232 2.555 0.060 0.025 -0.002
C -1.883 2.859 2.338 -0.016 0.105 0.157
C -3.203 2.480 2.045 0.090 -0.132 -0.023
C -4.209 3.571 1.905 -0.077 0.034 -0.070
C -4.198 4.452 0.827 0.039 -0.039 -0.039
C -5.160 5.445 0.710 -0.003 0.053 -0.023
C -6.149 5.580 1.673 -0.006 -0.003 0.004
C -6.164 4.716 2.760 -0.042 0.023 0.004
C -5.205 3.721 2.872 0.038 0.011 -0.015
C -3.700 1.163 1.985 -0.108 0.061 -0.003
N -2.995 0.043 2.264 -0.818 0.225 0.326
C -3.840 -1.011 2.167 -0.164 -0.010 0.086
C -3.541 -2.331 2.537 0.100 0.097 0.022
C -4.578 -3.363 2.247 -0.034 -0.050 -0.019
C -5.499 -3.767 3.209 -0.010 0.003 -0.012
C -6.435 -4.750 2.919 -0.054 -0.050 0.024
C -6.459 -5.342 1.664 0.005 0.033 -0.002
C -5.550 -4.933 0.696 -0.040 -0.062 -0.014
C -4.617 -3.948 0.983 0.029 0.040 -0.037
C -2.352 -2.779 3.131 0.060 -0.063 0.131
C -2.113 -4.147 3.551 0.030 -0.076 0.008
C -0.841 -4.196 4.004 0.010 -0.031 -0.073
C -0.296 -2.856 3.864 -0.103 -0.086 0.111
N -1.248 -2.032 3.370 -0.261 -0.468 0.779
C -5.147 -0.547 1.749 -0.012 0.044 -0.019
C -5.066 0.803 1.651 -0.032 -0.075 -0.009
N -0.848 2.023 2.609 -0.018 0.547 0.362
C 2.305 3.330 4.215 0.030 0.064 0.022
C 1.862 4.119 5.280 0.055 -0.040 -0.016
C 2.697 5.051 5.877 0.000 0.026 0.004
C 4.000 5.209 5.425 -0.007 0.014 0.005
C 4.455 4.426 4.374 0.072 0.041 0.034
C 3.618 3.495 3.777 -0.038 0.036 -0.060
H 4.323 -6.451 5.702 0.005 0.006 -0.004
H 2.441 -5.772 7.158 -0.004 0.014 -0.001
H 0.932 -3.946 6.461 -0.017 0.014 -0.024
H 3.173 -3.448 2.863 -0.032 -0.006 -0.005
H 4.694 -5.276 3.556 -0.017 0.026 -0.024
H 3.549 -1.492 5.133 -0.002 -0.002 -0.004
H 3.728 1.148 4.918 -0.006 0.020 0.019
H 0.451 5.016 3.243 -0.008 0.020 0.004
H -2.075 5.108 2.408 0.017 0.011 0.013
H -3.429 4.347 0.071 -0.002 -0.024 0.004
H -5.142 6.113 -0.143 0.010 -0.006 0.002
H -6.905 6.350 1.577 0.011 0.007 0.005
H -6.927 4.816 3.523 0.003 -0.004 -0.003
H -5.214 3.047 3.719 0.002 -0.019 -0.015
H -5.478 -3.304 4.189 0.033 0.003 -0.003
H -7.150 -5.057 3.674 0.020 0.009 0.014
H -7.182 -6.117 1.442 -0.006 0.009 -0.009
H -5.568 -5.388 -0.287 0.021 0.019 -0.003
H -3.906 -3.621 0.231 0.005 0.015 0.011
H -2.824 -4.957 3.501 0.010 -0.004 -0.054
H -0.309 -5.058 4.371 -0.004 -0.030 -0.011
H -6.008 -1.174 1.576 -0.006 0.014 -0.017
H -5.849 1.488 1.367 -0.008 0.001 0.002
H 0.850 3.984 5.640 -0.013 0.000 -0.004
H 2.331 5.654 6.700 -0.005 -0.017 0.004
H 4.655 5.935 5.892 0.004 -0.003 -0.013
H 5.471 4.544 4.017 -0.013 -0.023 -0.027
H 3.983 2.888 2.958 -0.006 0.010 0.011
C 3.818 2.535 -0.909 0.029 -0.046 0.072
C 4.024 1.167 -0.245 -0.303 0.050 -0.177
C 2.980 0.936 0.853 0.219 -0.037 0.002
C 4.064 0.070 -1.298 0.024 -0.042 0.048
C 5.281 -0.549 -1.545 0.016 -0.032 0.047
C 5.421 -1.527 -2.517 0.069 -0.081 -0.037
C 4.299 -1.923 -3.228 0.079 0.004 -0.042
C 3.055 -1.348 -3.014 0.012 0.168 0.193
C 1.853 -1.898 -3.758 0.012 -0.052 -0.102
C 1.910 -1.596 -5.260 0.015 0.046 0.012
C 1.702 -3.405 -3.528 -0.081 0.102 -0.018
C 2.920 -0.290 -2.064 0.060 -0.013 -0.353
N 1.726 0.334 -1.827 -0.259 -0.088 0.661
C 1.044 0.991 -2.748 0.351 0.068 -0.268
C 1.533 1.356 -4.042 -0.088 0.091 0.224
C 0.783 2.096 -4.935 -0.113 0.077 -0.007
C -0.494 2.542 -4.612 -0.003 0.046 -0.197
C -1.003 2.232 -3.349 0.029 -0.005 0.019
C -0.257 1.494 -2.469 0.000 0.179 -0.165
F -0.787 1.262 -1.231 -0.043 -0.192 0.191
H 3.867 3.339 -0.168 -0.012 0.006 0.003
H 2.841 2.567 -1.393 0.007 0.025 -0.002
H 4.585 2.712 -1.667 -0.012 0.026 -0.001
H 5.008 1.172 0.240 0.024 -0.002 -0.048
H 1.988 0.864 0.411 -0.062 0.012 -0.075
H 2.989 1.767 1.564 0.006 -0.126 -0.134
H 3.185 0.009 1.395 -0.034 0.034 0.027
H 6.147 -0.254 -0.959 -0.025 0.030 0.002
H 6.385 -1.987 -2.704 -0.012 -0.005 0.008
H 4.399 -2.711 -3.969 -0.034 -0.007 0.008
H 0.962 -1.423 -3.348 0.004 0.036 0.015
H 2.819 -2.012 -5.707 -0.012 -0.065 -0.005
H 1.900 -0.520 -5.434 0.009 -0.218 -0.103
H 1.044 -2.026 -5.770 0.007 -0.029 -0.018
H 2.567 -3.957 -3.906 -0.033 0.000 0.031
H 0.811 -3.772 -4.047 0.011 -0.024 0.012
H 1.583 -3.610 -2.466 0.037 -0.065 0.080
H 2.535 1.030 -4.298 -0.029 0.122 0.031
H 1.201 2.336 -5.909 0.023 0.004 0.005
H -1.080 3.120 -5.315 -0.004 -0.008 0.012
H -1.985 2.578 -3.045 0.003 -0.043 0.059
O -2.181 -2.191 -1.343 -0.024 -0.005 0.018
H -1.972 -1.279 -1.576 0.020 -0.061 -0.031
H -1.402 -2.468 -0.808 -0.166 0.112 -0.076
Cl 0.151 -2.550 0.615 0.489 -0.700 -0.499
```
Forces are in eV/Å.



Energy above the lowest of the compared OMol25 structures with the same formula, charge and spin for the records above, in order: 0.00; 13.61 kcal/mol